No. 1
C9H33O7 | the ωB97M-V functional and the def2-TZVPD basis

```
49
Properties=species:S:1:pos:R:3:lowdin_charge:R:1
O -0.6804 1.1295 -0.7298 0.2482
H -0.3471 0.8697 -1.5919 0.0881
H -0.2434 1.9239 -0.4144 0.0652
H -1.6292 1.2608 -0.6653 0.0648
O -0.0240 0.4756 -3.3440 -0.0150
H -0.3221 -0.2495 -3.8931 0.0558
H 0.1987 1.1702 -3.9639 0.0752
O -3.2357 1.4012 -0.9341 0.0062
H -3.8307 0.7683 -1.3362 0.0804
H -3.6650 2.2475 -1.0595 0.0819
O 0.3903 3.3911 -0.6024 0.0053
H 1.0275 3.9298 -0.1334 0.0889
H 0.1435 3.9182 -1.3624 0.0828
C 3.2160 0.8084 -1.4998 -0.0457
C 4.1127 -0.0940 -0.6156 -0.5435
C 5.2374 0.6767 0.0816 -0.0511
O 3.3363 -0.6654 0.3200 -0.0205
H 3.7929 1.0638 -2.3887 0.0758
H 2.9891 1.7564 -1.0120 0.0652
H 2.3417 0.3294 -1.9406 0.0542
H 4.6640 -0.8060 -1.2296 0.1372
H 5.7981 0.1230 0.8347 0.0815
H 4.8800 1.5266 0.6630 0.0764
H 5.9802 0.9573 -0.6651 0.0820
H 3.0255 -1.4798 -0.0822 0.1040
C -0.5856 0.6036 4.4215 -0.0659
C -1.4335 -0.1206 3.3505 -0.4238
C -2.9473 0.2329 3.3284 -0.0365
O -0.9574 0.4818 2.1400 -0.1096
H -0.3726 1.6557 4.2320 0.0784
H 0.3833 0.1339 4.5911 0.0773
H -1.0279 0.6095 5.4177 0.0761
H -1.2186 -1.1747 3.5255 0.1318
H -3.4650 -0.6311 2.9117 0.0680
H -3.1389 1.1475 2.7673 0.0772
H -3.3628 0.2879 4.3346 0.0762
H -0.0456 0.7814 2.1182 0.0814
C -2.4875 -3.3102 -1.7992 -0.0555
C -1.4554 -2.2517 -1.5761 -0.5125
C -1.0933 -2.1007 -0.1029 -0.0427
O -0.2366 -2.3613 -2.2966 -0.0354
H -2.4491 -3.6210 -2.8432 0.0863
H -3.4353 -2.9670 -1.3844 0.0878
H -2.3964 -4.2596 -1.2716 0.0846
H -1.9552 -1.3407 -1.9055 0.1097
H -0.1784 -1.5088 -0.0761 0.0706
H -1.0118 -3.0191 0.4784 0.0905
H -1.9181 -1.6085 0.4124 0.0746
H -0.3671 -2.0919 -3.2088 0.0681
```

As for the energy above the lowest of the compared OMol25 structures with the same formula, charge and spin: 36.65 kcal/mol. The gap between HOMO and LUMO is 9.18 eV. Its charge is +1. The value obtained for the LUMO energy is -3.2 eV.

=====

No. 2
C9H34BN6O6 | the ωB97M-V functional and the def2-TZVPD basis

```
56
Properties=species:S:1:pos:R:3:lowdin_spin:R:1
B 0.1521 0.0364 0.4813 0.0064
H 0.0173 -0.9733 0.1256 0.0027
H -0.6444 0.2998 1.1600 0.0031
H 1.1353 0.1516 0.9106 0.0004
H 0.0107 0.6463 -0.3975 0.0003
C -1.5118 3.4114 0.2819 0.0006
O -1.4978 4.6110 0.2554 0.0056
N -1.1650 2.7310 1.3312 0.0093
N -1.9578 2.6129 -0.5959 -0.0009
H -0.7956 3.2922 2.0853 0.0001
H -0.9454 1.7723 1.1014 -0.0004
H -1.5065 1.7111 -0.5390 -0.0002
H -2.1836 2.9810 -1.5089 0.0000
C -0.1412 2.8514 -3.8119 0.0000
O 1.0320 2.5821 -3.6718 0.0000
N -0.5154 4.0364 -4.2608 0.0000
N -1.1050 2.1114 -3.4592 0.0001
H -1.4920 4.1372 -4.4980 0.0000
H 0.1703 4.6886 -4.6136 0.0000
H -1.0675 1.2088 -3.0075 0.0000
H -2.0260 2.4726 -3.6624 0.0000
C -3.0322 -1.3868 1.9508 0.0656
O -4.0812 -1.7545 2.4025 0.0663
N -2.8459 -0.6567 0.8755 0.4284
N -1.8895 -1.6037 2.4798 0.3179
H -1.9086 -0.3706 0.6311 0.0043
H -3.6456 -0.1934 0.4682 0.0092
H -1.8518 -2.1419 3.3336 0.0050
H -1.0869 -1.0037 2.3540 0.0037
C -1.1670 -2.7053 -2.8457 0.0005
C -0.6202 -1.1745 -2.8912 0.0005
O -1.4081 -0.3065 -2.0262 0.0083
H -2.1774 -2.6963 -3.2544 0.0000
H -1.1982 -3.2625 -1.9093 0.0000
H -0.5792 -3.2694 -3.5698 0.0000
H -0.7205 -0.8353 -3.9223 0.0001
H 0.4298 -1.3213 -2.6385 0.0001
H -0.9100 -0.2496 -1.2075 -0.0001
C 3.7264 -0.2969 3.1254 0.0000
C 3.0203 0.7481 4.0061 0.0000
O 3.1009 2.0192 3.4322 0.0000
H 4.7952 -0.3968 3.3140 0.0000
H 3.6514 -0.1250 2.0516 0.0000
H 3.2620 -1.2571 3.3501 0.0000
H 3.5108 0.8407 4.9751 0.0000
H 2.0127 0.3333 4.0340 0.0000
H 2.2552 2.4439 3.5938 0.0000
C 1.5718 -3.4513 -0.3416 0.0031
C 2.0888 -2.9338 1.0105 0.0049
O 1.0695 -2.2303 1.7187 0.0532
H 0.7487 -4.1642 -0.2926 0.0000
H 2.3563 -4.0217 -0.8388 -0.0001
H 1.3426 -2.5951 -0.9760 0.0001
H 2.9194 -2.2415 0.8733 0.0024
H 2.4172 -3.7645 1.6352 0.0001
H 0.8807 -1.3475 1.3921 -0.0007
```

The gap between HOMO and LUMO (alpha / beta) is 9.26 / 3.22 eV. The value obtained for the LUMO energy (alpha / beta) is -0.1 / -6.1 eV. As for the multiplicity: 2. The expectation value of S² is 0.76.

=====

No. 3
C9H36B3O13PS | the ωB97M-V functional and the def2-TZVPD basis

```
63
Properties=species:S:1:pos:R:3:lowdin_charge:R:1
C 0.4366 1.0662 -0.9834 -0.0060
B 0.1220 2.1127 0.2593 -0.3821
O 1.1790 2.9539 0.9247 0.1341
B 0.7989 4.3413 0.4800 -0.3607
C 1.8666 5.3701 -0.2377 -0.1356
S 3.1955 4.5425 -1.2661 0.8105
O 3.3269 5.2567 -2.6659 -0.4507
O 2.9861 3.0301 -1.5192 -0.4067
O -0.6213 4.7801 0.7176 0.1305
B -1.5696 3.7279 0.2893 -0.4305
P -3.0866 3.9815 -0.8697 0.8131
O -4.1105 4.9697 -0.1700 -0.5154
O -1.2685 2.3405 0.7912 0.1064
H -0.5783 0.4913 -1.2054 0.0828
H 0.6303 1.7286 -1.9543 0.0971
H 1.3377 0.3498 -0.7735 0.0955
H 1.2228 6.0689 -0.9582 0.1428
H 2.3751 5.9993 0.6326 0.1372
H 4.4767 4.7048 -0.6553 0.1006
H -3.7322 2.7279 -1.2249 0.0308
H -2.5451 4.5042 -2.1287 0.0101
C -0.7035 -2.2462 1.1577 -0.1484
O -0.2228 -1.9511 -0.1407 -0.1480
H 0.0039 -1.8591 1.8949 0.0829
H -1.6761 -1.7701 1.3042 0.0855
H -0.7941 -3.3288 1.2765 0.0545
H -0.8706 -2.3063 -0.7729 0.0860
C -1.3376 0.3987 -4.5437 -0.1551
O -1.9579 1.1274 -3.5004 -0.1663
H -0.3359 0.1024 -4.2233 0.0800
H -1.9261 -0.4949 -4.7653 0.0780
H -1.2616 1.0281 -5.4339 0.0657
H -2.8441 1.3766 -3.8136 0.0620
C 2.5527 -3.7047 0.4457 -0.1615
O 1.5391 -4.6913 0.3855 -0.1380
H 2.9482 -3.6633 1.4633 0.0786
H 3.3579 -3.9655 -0.2455 0.0765
H 2.1316 -2.7317 0.1809 0.0607
H 1.2075 -4.7050 -0.5284 0.0764
C -1.9473 4.0030 -5.1389 -0.1518
O -2.9609 3.0164 -5.1991 -0.1519
H -1.5518 4.0444 -4.1213 0.0567
H -1.1421 3.7421 -5.8301 0.0832
H -2.3684 4.9760 -5.4037 0.0816
H -3.2925 3.0027 -6.1131 0.0981
C 0.2315 -3.6179 4.7747 -0.1608
O -1.1839 -3.6116 4.7421 -0.1359
H 0.6106 -3.5775 3.7508 0.0683
H 0.5881 -2.7454 5.3275 0.0525
H 0.5818 -4.5350 5.2547 0.0791
H -1.4912 -3.6480 5.6639 0.0788
C -1.9035 -5.4252 -0.5687 -0.1587
O -1.4228 -5.1300 -1.8672 -0.1336
H -1.1961 -5.0381 0.1685 0.0533
H -2.8761 -4.9491 -0.4222 0.0820
H -1.9941 -6.5077 -0.4500 0.0819
H -2.0706 -5.4853 -2.4994 0.0838
C 3.5315 -1.6915 6.5738 -0.1563
O 2.1161 -1.6853 6.5412 -0.1466
H 3.9106 -1.6512 5.5499 0.0821
H 3.8881 -0.8191 7.1266 0.0752
H 3.8818 -2.6086 7.0538 0.0767
H 1.8088 -1.7217 7.4630 0.0887
```

The gap between HOMO and LUMO is 9.29 eV. As for the SMILES: CB1OB(C[SH](=O)=O)OB([PH2]=O)O1.CO.CO.CO.CO.CO.CO.CO. The value obtained for the LUMO energy is -0.4 eV.